# 1
Density functional theory data (ωB97M-V/def2-TZVPD) for the ion C9H6N3OS with charge -1.

## Properties
**Relative energy (zero: lowest compared OMol25 entry of this formula, charge and spin)**: 139.9 kJ/mol
**Maximum force**: 3.375 eV Å⁻¹
**2S+1**: 1
**Net charge**: -1
**Kohn-Sham gap**: 6.6 eV

XYZ file:
```
20
Properties=species:S:1:pos:R:3:nbo_charge:R:1
C -0.800 -1.454 -0.543 -0.209
C -0.096 -0.409 -1.151 -0.207
C -0.909 -1.554 0.824 -0.229
C -0.241 -0.655 1.632 -0.236
C 0.394 0.578 -0.340 0.177
C -0.928 3.892 1.264 0.882
C 0.614 3.176 -0.482 0.376
C 1.941 1.825 -1.776 -0.051
C 0.461 0.348 1.059 -0.192
N -0.301 3.127 0.604 -0.601
N 0.951 1.753 -0.899 -0.506
N 1.240 4.071 -1.022 -0.693
O -1.688 4.510 1.887 -0.560
S 2.752 0.603 -2.508 -0.294
H -1.271 -2.235 -1.187 0.199
H -0.003 -0.182 -2.128 0.226
H -1.565 -2.349 1.225 0.198
H -0.344 -0.873 2.615 0.201
H 2.299 2.934 -2.095 0.298
H 0.971 1.133 1.650 0.223
```



# 2
Density functional theory data (ωB97M-V/def2-TZVPD) for an isolated molecule of C9H6O2.

## Properties
**Relative energy (zero: lowest compared OMol25 entry of this formula, charge and spin)**: 209.8 kJ/mol
**Maximum force**: 5.301 eV Å⁻¹
**2S+1**: 1
**Net charge**: 0
**Kohn-Sham gap**: 9.3 eV

XYZ file:
```
17
Properties=species:S:1:pos:R:3:nbo_charge:R:1
O -1.744 2.421 -0.211 -0.505
C -1.456 1.239 -0.185 0.590
C -2.431 -0.021 0.038 -0.608
C -1.494 -1.115 0.002 0.528
O -1.961 -2.286 -0.064 -0.528
C -0.024 -0.620 -0.023 -0.113
C 1.172 -1.334 -0.126 -0.156
C 2.430 -0.701 -0.149 -0.205
C 2.355 0.679 0.002 -0.165
C 1.091 1.372 0.036 -0.170
C -0.053 0.734 0.089 -0.156
H -3.559 -0.307 -0.574 0.289
H -2.834 0.253 1.075 0.284
H 1.106 -2.442 -0.150 0.230
H 3.221 -1.475 -0.067 0.243
H 3.203 1.193 -0.122 0.208
H 0.979 2.411 0.429 0.236
```



# 3
Density functional theory data (ωB97M-V/def2-TZVPD) for a cluster of 2 separate species, C9H7N5 in total.

## Properties
**Relative energy (zero: lowest compared OMol25 entry of this formula, charge and spin)**: 91.2 kJ/mol
**Maximum force**: 3.579 eV Å⁻¹
**2S+1**: 1
**Net charge**: 0
**Kohn-Sham gap**: 9.9 eV

XYZ file:
```
21
Properties=species:S:1:pos:R:3:nbo_charge:R:1
N -2.247 -3.646 0.545 -0.261
C -1.904 -2.608 0.800 0.245
C -1.547 -1.248 1.166 0.290
N -2.280 -0.232 0.736 -0.395
C -1.920 0.961 1.194 0.046
C -0.869 1.155 2.065 -0.269
C -0.133 0.030 2.432 0.104
N -0.503 -1.149 2.038 -0.409
H -2.604 1.738 0.864 0.208
H -0.393 2.117 2.376 0.234
H 0.533 0.172 3.314 0.204
C 0.898 0.869 -2.639 -0.317
C 0.527 1.043 -1.328 0.090
N 0.998 0.344 -0.356 -0.473
C 1.891 -0.564 -0.654 0.256
N 2.365 -0.882 -1.832 -0.434
C 1.855 -0.135 -2.885 0.073
H 0.720 1.745 -3.132 0.225
H -0.203 1.723 -1.014 0.187
H 2.495 -0.980 0.155 0.179
H 2.320 -0.452 -3.845 0.217
```



# 4
Density functional theory data (ωB97M-V/def2-TZVPD) for an isolated molecule of C9H7N5.

## Properties
**Relative energy (zero: lowest compared OMol25 entry of this formula, charge and spin)**: 318.4 kJ/mol
**Maximum force**: 6.649 eV Å⁻¹
**2S+1**: 1
**Net charge**: 0
**Kohn-Sham gap**: 8.3 eV

XYZ file:
```
21
Properties=species:S:1:pos:R:3:nbo_charge:R:1
N -0.882 -2.398 -1.370 -0.802
C 0.290 -1.845 -1.000 0.463
N 1.468 -2.438 -1.217 -0.559
C 2.644 -1.922 -1.027 0.293
N 3.014 -0.847 -0.482 -0.468
C 1.895 -0.092 -0.135 0.328
N 1.915 1.066 0.769 -0.285
N 0.619 1.287 0.792 -0.110
C 0.071 2.282 1.542 0.034
C -1.367 2.695 1.194 -0.271
C -2.284 1.812 0.559 -0.234
C -1.704 0.556 0.200 -0.224
C -0.301 0.410 0.262 0.131
C 0.580 -0.608 -0.359 -0.247
H -1.823 -1.759 -1.464 0.415
H -0.953 -3.392 -1.636 0.426
H 3.561 -2.786 -0.880 0.158
H 0.773 2.800 2.144 0.228
H -1.518 3.492 2.108 0.248
H -3.477 1.878 0.286 0.252
H -2.521 -0.192 -0.285 0.225
```



# 5
Density functional theory data (ωB97M-V/def2-TZVPD) for an isolated molecule of C9H7NO.

## Properties
**Relative energy (zero: lowest compared OMol25 entry of this formula, charge and spin)**: 399.7 kJ/mol
**Maximum force**: 12.241 eV Å⁻¹
**2S+1**: 1
**Net charge**: 0
**Kohn-Sham gap**: 9.5 eV

XYZ file:
```
18
Properties=species:S:1:pos:R:3:nbo_charge:R:1
C 3.131 -0.129 -0.172 -0.288
C 2.478 1.051 -0.206 -0.137
C 1.049 1.066 -0.089 -0.236
C 0.378 -0.115 -0.092 0.157
C -1.121 -0.169 -0.022 0.249
C -1.924 -0.062 1.048 -0.307
C -3.282 -0.067 0.484 -0.278
C -3.032 -0.146 -0.876 0.077
O -1.720 -0.182 -1.154 -0.381
N 1.030 -1.344 0.046 -0.387
C 2.408 -1.318 -0.078 0.051
H 4.195 -0.238 -0.144 0.225
H 2.937 2.256 0.013 0.225
H 0.476 1.837 -0.154 0.205
H -1.896 0.116 2.126 0.237
H -4.029 -0.034 1.015 0.189
H -3.899 -0.307 -1.752 0.212
H 2.819 -2.213 0.007 0.188
```



# 6
Density functional theory data (ωB97M-V/def2-TZVPD) for a cluster of 2 separate species, C9H7NO2 in total.

## Properties
**Relative energy (zero: lowest compared OMol25 entry of this formula, charge and spin)**: 426.5 kJ/mol
**Maximum force**: 7.654 eV Å⁻¹
**2S+1**: 1
**Net charge**: 0
**Kohn-Sham gap**: 9.8 eV

XYZ file:
```
19
Properties=species:S:1:pos:R:3:nbo_charge:R:1
C -3.222 0.113 0.011 -0.477
C -1.045 1.228 0.021 0.732
C 0.543 0.693 0.101 -0.071
C 1.657 1.488 -0.065 -0.244
C 2.749 0.632 0.019 -0.107
C 2.714 -0.751 -0.069 -0.265
C 1.520 -1.407 0.040 -0.137
C 0.493 -0.635 -0.025 -0.199
C -0.942 -1.079 0.024 0.685
H -3.623 -0.415 0.903 0.239
H -3.776 1.004 -0.480 0.266
H -3.455 -0.841 -0.708 0.236
H 1.847 2.628 0.035 0.264
H 4.096 1.259 0.186 0.189
H 3.587 -1.436 0.144 0.233
H 1.503 -2.601 -0.201 0.246
N -1.702 0.016 0.073 -0.470
O -1.392 2.331 -0.015 -0.523
O -1.552 -2.224 0.005 -0.598
```